ORCA calculation (ωB97M-V/def2-TZVPD) on a 19-piece molecular cluster, C46H70Cl54N5O3S overall.

Last column: Mulliken charge in e.
Geometry (Å):
C1 0.593 -3.581 -1.504  0.25
C2 -0.590 -3.187 -1.452  -1.25
C3 -1.977 -2.844 -1.147  -0.07
C4 -2.127 -1.355 -0.777  -0.96
C5 -1.468 -1.152 0.594  0.95
N1 -2.422 -1.162 1.728  1.88
C6 -2.817 0.201 2.166  -0.12
C7 -4.151 0.660 1.528  -1.03
O1 -4.039 2.053 1.315  -0.24
C8 -4.739 2.527 0.157  -0.65
C9 -5.937 3.369 0.619  -0.97
C10 -1.880 -1.906 2.769  -2.44
N2 -2.698 -2.694 3.389  0.45
C11 -4.121 -2.838 3.070  -0.80
C12 -4.428 -3.763 1.896  0.26
O2 -3.420 -4.726 1.693  -0.42
C13 -3.846 -5.552 0.614  0.25
C14 -2.843 -6.654 0.329  -1.30
N3 -0.549 -1.785 3.132  1.81
C15 -0.387 -0.905 4.323  -1.10
C16 0.676 0.192 4.261  -0.86
C17 0.645 1.076 3.011  0.14
C18 1.274 0.545 1.740  0.01
C19 1.048 1.573 0.603  -0.75
C20 2.331 2.241 0.116  -0.57
C21 3.292 1.306 -0.618  -0.67
C22 2.864 0.951 -2.049  -0.79
C23 2.808 2.120 -3.045  0.81
C24 1.912 1.741 -4.238  -1.26
C25 0.114 -3.091 3.322  -1.07
C26 1.593 -2.985 3.657  -1.23
S1 2.654 -2.774 2.188  0.04
C27 2.835 -4.459 1.757  0.04
N4 3.124 -4.930 0.583  0.08
N5 3.152 -6.279 0.729  -0.37
C28 2.879 -6.585 1.946  0.15
O3 2.664 -5.436 2.645  -0.21
H1 1.574 -3.962 -1.364  0.59
H2 -2.293 -3.411 -0.273  -0.28
H3 -2.626 -3.096 -1.983  0.89
H4 -1.739 -0.691 -1.539  0.57
H5 -3.195 -1.192 -0.643  0.03
H6 -0.757 -1.958 0.760  0.85
H7 -0.875 -0.240 0.565  -2.03
H8 -2.081 0.946 1.875  -0.40
H9 -2.961 0.207 3.243  0.63
H10 -4.935 0.520 2.278  0.29
H11 -4.347 0.094 0.623  0.25
H12 -5.025 1.735 -0.532  0.53
H13 -4.036 3.166 -0.376  0.42
H14 -6.678 3.468 -0.165  0.36
H15 -5.549 4.330 0.937  0.22
H16 -6.338 2.871 1.497  0.27
H17 -2.352 -3.236 4.168  0.40
H18 -4.621 -3.211 3.958  0.65
H19 -4.547 -1.862 2.884  -0.08
H20 -4.553 -3.160 0.992  -0.05
H21 -5.372 -4.279 2.084  0.38
H22 -4.843 -5.968 0.778  0.27
H23 -3.909 -4.964 -0.313  0.01
H24 -2.444 -7.047 1.258  0.24
H25 -3.392 -7.411 -0.224  0.38
H26 -2.055 -6.326 -0.343  0.25
H27 -0.157 -1.540 5.184  0.25
H28 -1.321 -0.410 4.579  0.54
H29 0.453 0.858 5.095  0.61
H30 1.695 -0.157 4.419  0.37
H31 1.220 1.964 3.257  0.05
H32 -0.384 1.415 2.877  -0.33
H33 0.911 -0.419 1.403  -0.13
H34 2.350 0.439 1.897  0.79
H35 0.339 2.334 0.932  0.54
H36 0.623 1.042 -0.252  0.11
H37 2.851 2.609 1.003  0.57
H38 2.091 3.086 -0.521  -0.15
H39 3.397 0.372 -0.060  0.22
H40 4.269 1.788 -0.641  0.44
H41 1.903 0.436 -2.053  0.14
H42 3.620 0.261 -2.425  0.48
H43 2.365 3.018 -2.614  -0.63
H44 3.795 2.378 -3.421  0.36
H45 2.445 1.048 -4.885  0.37
H46 1.001 1.265 -3.883  0.27
H47 1.686 2.612 -4.846  0.21
H48 0.038 -3.647 2.387  0.48
H49 -0.368 -3.716 4.087  0.41
H50 1.836 -2.241 4.403  0.55
H51 1.890 -3.939 4.079  0.72
H52 2.834 -7.575 2.386  0.13
C29 4.897 -4.250 -3.549  0.29
Cl1 3.402 -3.420 -3.989  -0.12
Cl2 6.248 -3.113 -3.479  -0.15
Cl3 4.705 -5.088 -2.014  -0.04
H53 5.110 -4.983 -4.317  -0.01
C30 -0.400 5.786 -4.384  0.08
Cl4 -2.046 5.560 -4.969  -0.12
Cl5 -0.162 4.929 -2.854  -0.03
Cl6 0.770 5.256 -5.586  -0.11
H54 -0.245 6.842 -4.205  0.12
C31 -1.001 3.928 -9.335  -0.07
Cl7 -2.471 4.479 -8.529  -0.10
Cl8 -0.146 5.286 -10.075  -0.12
Cl9 0.059 3.088 -8.205  -0.08
H55 -1.284 3.238 -10.117  0.37
C32 -2.176 9.005 -7.066  0.09
Cl10 -0.955 9.313 -5.822  -0.11
Cl11 -1.578 7.849 -8.251  0.08
Cl12 -3.683 8.444 -6.333  -0.13
H56 -2.379 9.936 -7.575  0.11
C33 -2.767 4.966 2.134  1.29
Cl13 -1.310 4.829 3.125  -0.03
Cl14 -4.064 5.736 3.048  -0.14
Cl15 -2.432 5.854 0.650  -0.07
H57 -3.086 3.964 1.868  -1.03
C34 1.639 5.674 5.364  0.38
Cl16 2.236 4.108 4.796  -0.13
Cl17 1.147 5.550 7.051  -0.12
Cl18 2.877 6.913 5.134  -0.11
H58 0.775 5.943 4.770  -0.03
C35 -7.514 -5.378 -0.981  -0.16
Cl19 -6.940 -7.018 -1.287  -0.11
Cl20 -8.148 -5.240 0.658  -0.06
Cl21 -6.214 -4.208 -1.244  -0.06
H59 -8.314 -5.161 -1.677  0.42
C36 4.156 5.752 -1.364  -0.02
Cl22 2.517 5.479 -1.955  0.18
Cl23 4.368 4.945 0.183  -0.09
Cl24 5.357 5.198 -2.536  -0.12
H60 4.287 6.820 -1.220  0.03
C37 5.863 8.565 7.248  0.61
Cl25 6.669 8.485 5.680  -0.12
Cl26 6.686 7.541 8.425  -0.13
Cl27 5.770 10.230 7.822  -0.12
H61 4.855 8.192 7.126  -0.23
C38 8.893 5.102 -0.169  -0.04
Cl28 7.868 3.795 0.426  -0.08
Cl29 8.825 5.197 -1.928  -0.11
Cl30 8.428 6.642 0.558  -0.11
H62 9.913 4.886 0.118  0.35
C39 2.178 9.399 -0.504  -0.10
Cl31 0.554 9.115 -1.133  -0.09
Cl32 2.410 8.561 1.031  -0.06
Cl33 3.395 8.888 -1.676  -0.11
H63 2.297 10.461 -0.334  0.39
C40 6.355 -8.177 -4.370  0.34
Cl34 4.859 -7.349 -4.816  -0.15
Cl35 7.696 -7.032 -4.296  -0.13
Cl36 6.166 -9.015 -2.831  -0.09
H64 6.577 -8.913 -5.132  -0.01
C41 6.321 -12.247 -5.484  0.02
Cl37 4.837 -11.402 -5.932  -0.10
Cl38 7.675 -11.115 -5.413  -0.11
Cl39 6.125 -13.079 -3.944  -0.10
H65 6.537 -12.985 -6.245  0.33
C42 1.013 -10.257 3.932  0.59
Cl40 1.551 -11.910 3.671  -0.11
Cl41 0.439 -10.038 5.583  -0.11
Cl42 2.304 -9.106 3.544  -0.19
H66 0.191 -10.059 3.259  -0.17
C43 -0.516 10.570 -11.060  -0.02
Cl43 -0.485 8.807 -11.028  -0.07
Cl44 -1.694 11.216 -9.910  -0.13
Cl45 1.086 11.230 -10.740  -0.12
H67 -0.818 10.883 -12.051  0.33
C44 -3.783 -10.628 1.813  -0.14
Cl46 -4.968 -9.368 1.468  -0.06
Cl47 -3.314 -11.467 0.339  -0.12
Cl48 -2.368 -9.933 2.611  -0.09
H68 -4.234 -11.345 2.485  0.38
C45 -10.554 -7.193 3.125  -0.05
Cl49 -11.777 -5.962 2.819  -0.11
Cl50 -10.088 -7.998 1.628  -0.08
Cl51 -9.140 -6.482 3.918  -0.11
H69 -10.976 -7.933 3.792  0.36
C46 0.310 9.582 7.538  -0.05
Cl52 -0.827 8.524 6.696  -0.11
Cl53 1.963 8.960 7.441  -0.02
Cl54 0.226 11.215 6.880  -0.12
H70 0.025 9.622 8.580  0.31

HOMO-LUMO gap (eV): 8.171
Spin multiplicity: 1
Net charge: +1
Energy (eV): -749464.8020

***

ORCA calculation (ωB97M-V/def2-TZVPD) on a 2-piece molecular cluster, C3H3O4S overall.

Last column: Mulliken charge in e.
Geometry (Å):
C1 2.051 -1.442 -0.365  0.16
C2 1.268 -0.634 0.073  -0.31
C3 0.291 0.218 0.532  -0.50
O1 -1.373 -1.298 -0.858  -0.65
O2 -2.055 -0.387 1.304  -0.67
O3 -1.935 1.074 -0.657  -0.76
O4 0.530 2.127 -0.295  -0.67
S1 -1.450 -0.134 0.004  1.29
H1 2.733 -2.177 -0.678  0.41
H2 0.325 0.588 1.539  0.31
H3 -0.385 2.064 -0.598  0.40

HOMO-LUMO gap (eV): 8.541
Relative energy (zero: lowest compared OMol25 entry of this formula, charge and spin) (kJ/mol): 362.5
Spin multiplicity: 1
Net charge: -1
Energy (eV): -22182.3762

***

ORCA calculation (ωB97M-V/def2-TZVPD) on a 2-piece molecular cluster, C4H9NO2 overall.

Last column: Mulliken charge in e.
Geometry (Å):
C1 -2.032 0.031 -0.685  -1.37
C2 -0.527 0.150 -0.493  0.54
C3 -0.011 -0.798 0.578  -1.25
O1 -0.160 1.469 -0.067  -0.61
H1 -2.546 0.188 0.269  0.33
H2 -2.293 -0.963 -1.061  0.35
H3 -2.404 0.768 -1.407  0.39
H4 -0.027 -0.063 -1.454  0.20
H5 -0.600 -0.695 1.493  0.36
H6 -0.050 -1.835 0.233  0.36
H7 1.020 -0.561 0.842  0.31
H8 -0.545 2.104 -0.686  0.34
N1 2.656 0.789 -0.414  -0.62
C4 2.745 -0.381 -0.721  0.70
O2 2.932 -1.503 -1.013  -0.46
H9 1.772 1.261 -0.211  0.45

HOMO-LUMO gap (eV): 11.385
Relative energy (zero: lowest compared OMol25 entry of this formula, charge and spin) (kJ/mol): 89.3
Spin multiplicity: 1
Energy (eV): -9879.1351
SMILES: CC(C)O.N=C=O

***

ORCA calculation (ωB97M-V/def2-TZVPD) on C26H49AsBrNRuSbSi2 as an isolated structure.

Last column: Mulliken charge in e.
Geometry (Å):
Ru1 -0.565 -0.028 0.239  1.07
C1 0.768 2.248 0.478  -0.49
C2 1.749 1.259 0.525  -0.79
C3 1.672 0.225 1.462  -0.16
C4 0.633 0.213 2.392  -0.73
C5 -0.346 1.219 2.366  -0.77
C6 -0.283 2.223 1.396  -0.59
H1 0.854 3.071 -0.219  0.55
H2 2.599 1.309 -0.144  0.54
H3 2.446 -0.530 1.503  0.51
H4 0.608 -0.526 3.181  0.74
H5 -1.095 1.263 3.145  0.68
H6 -1.003 3.030 1.423  0.70
C7 -3.397 -1.943 3.052  -1.10
C8 -1.996 -2.548 3.094  0.46
C9 -2.005 -3.994 3.593  -1.35
Sb1 -1.111 -2.428 1.132  0.35
C10 0.748 -3.542 1.213  0.43
C11 0.505 -5.040 1.016  -1.33
C12 1.483 -3.264 2.522  -1.26
C13 -2.433 -3.449 -0.228  0.51
C14 -2.987 -4.774 0.286  -1.60
C15 -1.716 -3.593 -1.567  -0.66
H7 -3.859 -2.032 4.038  0.53
H8 -4.042 -2.472 2.346  0.24
H9 -3.385 -0.885 2.792  0.02
H10 -1.336 -1.944 3.721  0.41
H11 -2.656 -4.630 2.998  0.19
H12 -2.392 -4.000 4.614  0.55
H13 -1.015 -4.444 3.628  0.28
H14 1.311 -3.141 0.367  0.44
H15 -0.099 -5.466 1.817  0.25
H16 1.470 -5.553 1.040  0.51
H17 0.043 -5.278 0.062  0.29
H18 0.921 -3.601 3.392  0.19
H19 1.741 -2.216 2.659  0.15
H20 2.423 -3.821 2.520  0.52
H21 -3.255 -2.731 -0.337  0.11
H22 -2.203 -5.470 0.580  0.28
H23 -3.559 -5.253 -0.512  0.53
H24 -3.663 -4.638 1.129  0.38
H25 -0.850 -4.251 -1.500  0.14
H26 -1.377 -2.630 -1.947  -0.22
H27 -2.395 -4.026 -2.305  0.57
C16 -3.709 1.193 -4.042  -1.07
Si1 -3.505 -0.498 -3.384  0.53
C17 -2.240 -1.503 -4.241  -1.01
C18 -4.975 -1.344 -2.701  -0.87
As1 -2.555 0.129 -0.895  0.01
Si2 -3.950 2.031 -0.020  0.47
C19 -3.944 1.617 1.787  -0.29
C20 -3.020 3.565 -0.467  -0.97
C21 -5.604 1.824 -0.797  -1.12
H28 -4.406 1.138 -4.888  0.51
H29 -2.764 1.579 -4.419  0.43
H30 -4.121 1.899 -3.323  0.17
H31 -2.090 -1.100 -5.247  0.47
H32 -2.563 -2.540 -4.339  0.44
H33 -1.275 -1.491 -3.737  0.17
H34 -5.637 -1.654 -3.517  0.48
H35 -5.547 -0.690 -2.044  0.21
H36 -4.692 -2.243 -2.150  0.25
H37 -3.068 1.028 2.050  -0.77
H38 -4.835 1.046 2.054  0.45
H39 -3.939 2.525 2.398  0.48
H40 -1.965 3.373 -0.672  0.05
H41 -3.084 4.285 0.354  0.51
H42 -3.454 4.044 -1.347  0.42
H43 -6.058 0.875 -0.508  0.33
H44 -5.594 1.897 -1.883  0.33
H45 -6.262 2.619 -0.429  0.44
Br1 0.724 -0.653 -1.952  -0.24
C22 0.424 1.013 -2.898  0.32
C23 1.425 1.436 -3.746  -0.75
C24 1.207 2.637 -4.410  -0.56
C25 0.009 3.306 -4.219  -0.96
C26 -0.926 2.762 -3.356  -0.71
N1 -0.718 1.623 -2.673  0.67
H46 2.328 0.860 -3.898  0.55
H47 1.968 3.034 -5.069  0.47
H48 -0.201 4.234 -4.733  0.51
H49 -1.881 3.242 -3.193  0.57

HOMO-LUMO gap (alpha / beta) (eV): 6.743 / 6.743
Relative energy (zero: lowest compared OMol25 entry of this formula, charge and spin) (kJ/mol): 131.2
Spin multiplicity: 1
Net charge: +3
Energy (eV): -184978.2876